Density functional theory data (the ωB97M-V functional and the def2-TZVPD basis) for a molecular structure, C26H36HfN4OS.

Values from the calculation:
Net charge: +2
2S+1: 1
Energy above the lowest of the compared OMol25 structures with the same formula, charge and spin (kJ/mol): 0.00
Max |F| (eV/A): 0.4
Total energy (a.u.): -1752.3997
HOMO level (eV): -13.233
Kohn-Sham gap (eV): 7.535

Last column: natural (NBO) charge in e.
CARTESIAN COORDINATES (ANGSTROEM)
Hf 0.41824 -0.00165 -1.07544  2.59
C 1.08705 -0.03313 -4.74124  -0.40
C 2.56634 0.07806 -4.36051  -0.42
C 2.85519 0.41765 -2.89482  -0.23
N 2.27401 -0.52869 -1.93708  -0.83
C 2.91389 -1.69040 -1.62528  0.22
C 4.11907 -2.04596 -2.22460  -0.19
C 4.94609 -3.15085 -2.05626  -0.13
C 4.77190 -4.26083 -1.25704  -0.20
C 3.69632 -4.50374 -0.41924  -0.11
C 2.58776 -3.72189 -0.14583  -0.24
C 2.20034 -2.45956 -0.61465  0.24
N 1.07057 -1.85819 -0.16914  -0.78
C 0.28085 -2.54346 0.85456  -0.23
C -0.90354 -1.70343 1.30708  -0.41
C -2.00809 -1.55715 0.27078  -0.23
N -1.61985 -0.65357 -0.81267  -0.78
C -2.56908 -0.30325 -1.71755  0.24
C -3.85058 -0.86483 -1.68677  -0.24
C -4.97197 -0.64211 -2.46932  -0.11
C -5.15512 0.21824 -3.53697  -0.20
C -4.19780 1.04734 -4.08503  -0.13
C -2.86534 1.21317 -3.73118  -0.19
C -2.09822 0.64859 -2.71440  0.22
N -0.78249 0.95873 -2.55381  -0.82
C -0.12521 1.89756 -3.46344  -0.23
C 0.29875 1.27893 -4.80556  -0.42
H 0.58237 -0.74573 -4.07916  0.20
H 1.04166 -0.48846 -5.73104  0.24
H 3.04911 0.83089 -4.98861  0.23
H 3.04778 -0.87500 -4.59151  0.22
H 2.44983 1.40692 -2.65727  0.19
H 3.93204 0.52045 -2.74111  0.22
H 4.48593 -1.34089 -2.95666  0.22
H 5.84629 -3.13986 -2.65943  0.24
H 5.54139 -5.02067 -1.29788  0.24
H 3.72251 -5.44847 0.11146  0.24
H 1.90960 -4.17269 0.56302  0.23
H 0.90528 -2.75719 1.72735  0.21
H -0.09152 -3.50294 0.47819  0.20
H -0.56665 -0.71071 1.64105  0.21
H -1.33287 -2.18239 2.18751  0.25
H -2.89787 -1.16945 0.77431  0.21
H -2.26083 -2.54951 -0.12056  0.20
H -4.00741 -1.60524 -0.91705  0.23
H -5.83624 -1.23574 -2.19462  0.24
H -6.13694 0.23391 -3.99155  0.24
H -4.52188 1.64681 -4.92770  0.24
H -2.33757 1.91294 -4.36249  0.22
H 0.75202 2.29418 -2.94077  0.19
H -0.74506 2.77850 -3.64801  0.22
H 0.87648 2.02579 -5.35632  0.23
H -0.60263 1.09533 -5.39339  0.22
C 0.46079 4.51534 -0.23216  -0.63
C 1.32185 4.00232 0.91331  -0.58
S 2.15619 2.49179 0.43244  1.26
O 0.96629 1.49792 0.23962  -1.06
C 2.88175 1.97263 1.98869  -0.57
C 4.03614 2.88355 2.38878  -0.63
H -0.02492 5.43934 0.07670  0.26
H -0.31703 3.79858 -0.49382  0.23
H 1.06173 4.73590 -1.11508  0.23
H 0.74054 3.76761 1.80664  0.25
H 2.12008 4.70263 1.16464  0.26
H 3.21996 0.95266 1.79919  0.25
H 2.07158 1.95495 2.71904  0.25
H 4.78676 2.96065 1.60210  0.23
H 4.52170 2.45987 3.26625  0.26
H 3.69837 3.88302 2.65585  0.23